{
  "formula": "C35H58OOsP2",
  "method": "wB97M-V/def2-TZVPD",
  "species": ["Os", "C", "C", "C", "C", "C", "C", "H", "H", "H", "C", "H", "H", "H", "C", "H", "H", "H", "C", "H", "H", "H", "C", "H", "H", "H", "C", "C", "C", "C", "C", "C", "C", "C", "H", "H", "H", "H", "H", "H", "H", "H", "H", "H", "H", "H", "P", "C", "C", "P", "C", "C", "C", "H", "H", "H", "H", "H", "H", "H", "H", "H", "H", "H", "H", "H", "H", "C", "C", "C", "C", "C", "C", "C", "C", "C", "C", "C", "C", "O", "H", "H", "H", "H", "H", "H", "H", "H", "H", "H", "H", "H", "H", "H", "H", "H", "H"],
  "positions_angstrom": [[2.802339, 0.692753, -2.788042], [3.398957, 0.999218, -0.016681], [4.000199, 1.532503, -1.233756], [1.771447, 2.236606, -1.121708], [2.083586, 1.478307, 0.066002], [3.026186, 2.487415, -1.782007], [4.161274, 0.340361, 1.068974], [4.907042, -0.375450, 0.686303], [3.511516, -0.164642, 1.795259], [4.741083, 1.070959, 1.657104], [1.189944, 1.324452, 1.239041], [1.364574, 0.382741, 1.769536], [0.137933, 1.348441, 0.933150], [1.281358, 2.111063, 2.003922], [0.484423, 2.946020, -1.335176], [0.551546, 3.955695, -0.900324], [-0.377925, 2.452681, -0.869830], [0.244497, 3.087954, -2.392748], [3.264898, 3.434062, -2.874447], [3.893192, 4.273276, -2.556665], [2.336001, 3.818487, -3.290650], [3.798077, 2.864889, -3.646971], [5.434974, 1.448659, -1.566810], [5.943965, 2.287498, -1.086509], [5.593025, 1.514384, -2.645003], [5.872417, 0.519959, -1.188894], [-0.710327, -2.782934, 2.923499], [0.537542, -3.090625, 3.301056], [1.668951, -3.842118, 2.654456], [2.374697, -3.327873, 1.357759], [1.479501, -2.873360, 0.175847], [0.340957, -2.099717, 0.550221], [-1.094523, -2.293605, 0.511193], [-1.529224, -3.151823, 1.703463], [1.440015, -4.907232, 2.487572], [3.069416, -4.150604, 1.112599], [2.487914, -3.834039, 3.400718], [-1.472148, -4.215397, 1.450038], [-1.272600, -2.180164, 3.657548], [0.786439, -2.817791, 4.338213], [-2.578092, -2.937633, 1.886691], [-1.490143, -1.271408, 0.576248], [0.635337, -1.103563, 0.876144], [-1.487372, -2.694970, -0.434304], [2.991520, -2.427835, 1.588287], [2.146415, -2.133964, -0.338386], [1.285366, -3.521414, -1.674451], [0.028473, -4.779647, -1.133238], [2.758931, -4.428271, -2.183357], [1.266159, -0.665709, -3.256240], [0.659198, -2.399566, -2.977653], [2.918167, -0.964472, -4.291427], [-0.217831, -0.075033, -4.205640], [-0.997440, -4.391179, -1.164827], [0.255417, -5.042152, -0.080251], [0.064692, -5.715857, -1.671589], [2.502425, -5.282327, -2.818312], [3.233929, -4.821141, -1.271171], [3.467703, -3.798775, -2.736499], [-0.743526, -0.920449, -4.675955], [0.016466, 0.712905, -4.937719], [-0.893821, 0.349071, -3.453551], [-0.433916, -2.335061, -2.766234], [0.721767, -2.946866, -3.947151], [2.944641, -0.564209, -5.308435], [2.940827, -2.051390, -4.251270], [3.912945, -0.643034, -3.787987], [-5.367682, -0.877431, -0.042268], [-4.141940, 0.020583, 0.083379], [-3.818796, 0.654940, -1.279149], [-4.264408, 1.057817, 1.187922], [-5.431100, 1.249026, 1.909634], [-5.523071, 2.236088, 2.894880], [-4.424724, 3.060485, 3.171651], [-3.217401, 2.902641, 2.517760], [-2.039941, 3.830658, 2.817717], [-2.238644, 5.192838, 2.146123], [-1.820828, 4.025694, 4.312470], [-3.071971, 1.842052, 1.516342], [-1.977110, 1.597844, 0.955563], [-6.231174, -0.295259, -0.385604], [-5.608276, -1.348902, 0.914813], [-5.172985, -1.667276, -0.774196], [-3.274241, -0.606664, 0.353015], [-4.635151, 1.329666, -1.584575], [-2.883763, 1.227910, -1.221415], [-3.713431, -0.133342, -2.038943], [-6.301043, 0.630299, 1.693355], [-6.451503, 2.372307, 3.445179], [-4.513066, 3.857987, 3.911660], [-1.154061, 3.350271, 2.382688], [-3.130473, 5.688337, 2.551993], [-1.373252, 5.838484, 2.330392], [-2.367818, 5.083432, 1.062741], [-1.703606, 3.062732, 4.814938], [-0.916694, 4.613666, 4.478139], [-2.663223, 4.556054, 4.764828]],
  "forces_ev_per_angstrom": [[0.5358, 0.4549, 2.7077], [-0.2313, 0.6533, -0.8099], [-0.5366, 1.1895, 1.1603], [1.0833, -0.2834, -0.7892], [0.6209, -0.8741, 0.3778], [-0.2756, -0.1597, 1.0572], [0.4129, -0.6169, 0.3707], [-0.3378, 0.1481, 0.1155], [0.1227, 0.0408, -0.2651], [-0.2068, -0.0033, -0.2859], [-0.7061, -0.2851, 0.1575], [0.0983, 0.2090, -0.0267], [0.1545, -0.0394, 0.1386], [0.2743, 0.0398, -0.3813], [-0.4765, 0.5097, -0.2220], [-0.0346, -0.2261, -0.0157], [0.3207, -0.0236, -0.0017], [0.1592, -0.0396, 0.0832], [0.2978, 0.4631, -0.3812], [0.0267, -0.0861, -0.2100], [0.0322, 0.0243, -0.0146], [0.2376, 0.4788, -0.4833], [0.6017, 0.2995, 0.1733], [0.3310, -0.0117, -0.0952], [0.2483, 0.0492, 0.1146], [-0.0369, 0.1356, -0.1701], [-0.4049, -0.0739, 0.9040], [-0.3364, 0.2512, 0.4219], [0.6414, -0.3927, -0.3625], [0.2631, -0.7357, 0.4046], [2.3683, 1.3465, -3.5852], [0.1046, 2.2071, -0.4010], [-0.7731, 0.2251, -0.3976], [0.0930, 0.1488, -0.0072], [-0.2330, 0.2571, 0.1353], [-0.0828, 0.4900, -0.2549], [-0.3695, -0.2398, -0.4080], [0.2345, 0.0389, 0.1362], [0.2810, -0.4188, -0.3204], [-0.1408, 0.2605, -0.5806], [-0.1335, -0.1278, 0.2076], [-0.2437, -0.3532, 0.2052], [-0.1487, -0.2998, 0.1180], [0.0108, 0.0172, 0.1888], [-0.4537, -0.6943, -0.0598], [0.1925, 0.6340, 1.0717], [-0.9275, -2.5160, 3.3582], [-0.1135, -0.3362, -0.4233], [0.2809, 0.0461, -0.1082], [-1.9168, -0.9494, -2.1307], [-0.6549, -0.3737, 0.5987], [-1.1129, -0.2215, -0.4414], [0.1682, -0.7149, -0.0805], [0.3831, -0.1228, -0.1104], [0.0251, 0.4102, -0.6061], [-0.0549, -0.1567, -0.5068], [-0.1282, 0.1650, 0.0465], [-0.0841, 0.1931, -0.3014], [-0.0992, -0.0919, 0.2926], [0.1392, 0.4069, -0.1076], [0.0956, -0.3806, 0.3113], [0.1249, 0.0209, 0.0126], [0.6428, 0.1703, -0.0599], [0.1371, 0.2161, 0.6008], [-0.1995, -0.3689, 0.0685], [0.4690, 0.0238, -0.2885], [-0.6252, 0.0371, 0.2753], [0.0729, 0.0340, 0.0656], [0.2244, -0.0981, 0.1710], [0.0219, 0.2549, 0.0379], [-0.4073, -0.2192, 0.0586], [0.3227, -0.3416, -0.6413], [0.1502, 0.2252, 0.1888], [0.3581, 0.1633, -0.0993], [0.1364, 0.3723, 0.2808], [-0.1798, -0.3965, -0.2717], [-0.1251, -0.0162, -0.2309], [0.0090, -0.2176, 0.0663], [-0.2765, 0.1158, 0.0553], [-0.2320, 0.1105, 0.1729], [0.0683, -0.1991, 0.0622], [-0.0773, -0.0010, -0.1493], [-0.0906, 0.0995, 0.0626], [-0.3141, 0.1883, -0.0448], [0.2889, -0.2279, 0.0099], [-0.2896, -0.1082, -0.0882], [-0.0738, 0.1948, 0.1307], [0.2013, 0.2148, 0.0886], [0.1684, -0.0291, -0.1349], [-0.0838, -0.2954, -0.1725], [-0.1209, 0.1036, 0.0771], [0.1862, -0.0594, -0.1169], [-0.1355, -0.0848, -0.0189], [-0.0068, 0.0857, 0.1609], [-0.0186, 0.0936, 0.0721], [-0.0654, 0.0216, 0.0501], [0.1544, -0.0280, 0.0374]],
  "lowdin_charge": [0.9829, -0.1894, -0.3889, -0.2285, -0.1674, -0.4493, -0.0172, 0.0916, 0.0715, 0.1154, -0.0126, 0.0697, 0.0521, 0.1173, -0.0165, 0.1145, 0.0683, 0.0851, -0.0332, 0.1154, 0.0907, 0.0761, -0.0467, 0.1095, 0.0772, 0.0883, -0.0889, -0.0993, -0.1688, -0.1364, -0.3653, -0.1281, -0.2159, -0.1463, 0.1196, 0.1131, 0.1209, 0.1135, 0.1192, 0.1132, 0.1113, 0.0987, 0.0909, 0.0930, 0.1089, 0.0781, 0.9831, -0.1535, -0.1646, 0.6973, -0.4249, -0.3080, -0.2272, 0.0530, 0.0723, 0.0560, 0.0753, 0.0697, 0.0569, 0.0515, 0.0623, 0.0435, 0.0722, 0.0990, 0.0566, 0.0210, 0.0372, -0.0782, -0.3781, -0.0568, -0.0846, -0.0156, -0.0114, -0.0148, -0.0847, -0.3837, -0.0538, -0.0667, -0.2802, 0.0092, 0.0925, 0.0844, 0.0805, 0.1036, 0.0977, 0.0570, 0.0745, 0.1112, 0.1214, 0.1215, 0.1147, 0.0893, 0.0838, 0.0821, 0.0873, 0.0840, 0.0780],
  "multiplicity": 5,
  "energy_ev": -60305.9404,
  "total_charge": 2,
  "gap_ev": [5.9, 6.3]
}


{
  "formula": "C29H32ClCrN5O6S2",
  "method": "wB97M-V/def2-TZVPD",
  "species": ["Cr", "O", "C", "O", "C", "C", "C", "C", "C", "C", "N", "C", "C", "C", "C", "C", "C", "N", "H", "H", "H", "H", "H", "H", "H", "H", "H", "H", "C", "C", "C", "C", "C", "O", "C", "C", "C", "C", "C", "C", "Cl", "C", "C", "C", "N", "C", "N", "C", "N", "H", "H", "H", "H", "H", "H", "H", "H", "H", "H", "H", "H", "H", "H", "H", "H", "H", "H", "H", "H", "H", "H", "O", "S", "O", "O", "S"],
  "positions_angstrom": [[-1.294301, -1.744575, -1.724627], [-7.370337, -5.324165, 0.064003], [-6.759897, -5.965990, -0.949792], [-7.156725, -7.031241, -1.338858], [-5.572267, -5.264675, -1.513049], [-4.463038, -6.018893, -1.891569], [-3.299934, -5.396931, -2.292026], [-3.232473, -3.994406, -2.374834], [-4.376687, -3.249704, -2.064721], [-5.519217, -3.874092, -1.617757], [-2.080113, -3.316953, -2.730961], [-1.212942, -3.880937, -3.555738], [0.013412, -3.232305, -3.766250], [0.978813, -3.676813, -4.694296], [2.148999, -2.984149, -4.844134], [2.360095, -1.845704, -4.049749], [1.381498, -1.464644, -3.159511], [0.217980, -2.104930, -2.998927], [-6.873333, -4.544114, 0.348577], [-4.527036, -7.096574, -1.828021], [-2.415349, -5.991575, -2.474332], [-4.349431, -2.173171, -2.153618], [-6.381698, -3.274511, -1.360770], [-1.435061, -4.810179, -4.069699], [0.773005, -4.563922, -5.273401], [2.896639, -3.300001, -5.553116], [3.272929, -1.278734, -4.130971], [1.532735, -0.590166, -2.539130], [-0.983222, 1.557726, 2.549090], [0.230440, 2.429621, 2.914538], [-0.014312, 3.800096, 2.276218], [0.236875, 2.585779, 4.443162], [1.570162, 1.766144, 2.433107], [1.514563, 0.357510, 2.615812], [2.851972, 2.206615, 3.192759], [3.325149, 3.665714, 3.173265], [3.894004, 4.133936, 1.863690], [3.351010, 5.214161, 1.178604], [3.904852, 5.663685, -0.006972], [5.022533, 5.024860, -0.518176], [5.722326, 5.578584, -2.000439], [5.584267, 3.947207, 0.148361], [5.020452, 3.513845, 1.331949], [1.833197, 1.929735, 0.917786], [0.812851, 1.349209, 0.093669], [0.515112, 0.060055, -0.075669], [-0.452232, -0.055106, -0.975438], [-0.727562, 1.227165, -1.313223], [0.026376, 2.091706, -0.684280], [-1.839123, 1.865176, 3.144026], [-0.826938, 0.498689, 2.728305], [-1.267863, 1.678461, 1.509126], [-0.960378, 4.188340, 2.645746], [-0.094975, 3.723554, 1.196420], [0.758427, 4.519938, 2.520104], [-0.731325, 2.960539, 4.766453], [0.992264, 3.288209, 4.784971], [0.395467, 1.630116, 4.939672], [1.284594, 0.176893, 3.532888], [3.654803, 1.579355, 2.797455], [2.725005, 1.914261, 4.236847], [4.119351, 3.739824, 3.923015], [2.527294, 4.333578, 3.488928], [2.487316, 5.726054, 1.576772], [3.473914, 6.503051, -0.529498], [6.458232, 3.461143, -0.256660], [5.477796, 2.688577, 1.857871], [2.769901, 1.409576, 0.698594], [1.927768, 2.978199, 0.641868], [0.972428, -0.748140, 0.456314], [-1.485919, 1.504786, -2.017975], [-2.892500, -1.146354, -0.779278], [-2.826953, -1.866056, 0.533765], [-2.588461, -0.943829, 1.609981], [-3.918571, -2.785771, 0.699966], [-1.086633, -2.932362, 0.273789]],
  "forces_ev_per_angstrom": [[-0.0596, -0.6146, 0.2944], [-0.3264, 0.0031, 0.1940], [0.0974, -0.1108, -0.2099], [0.0279, 0.1898, 0.1658], [0.3230, 0.3086, -0.0918], [-0.2776, 0.0292, 0.0844], [0.2232, 0.4387, 0.0417], [-1.5833, -0.7082, 0.3179], [0.2793, -0.1197, -0.4085], [-0.1273, -0.4759, -0.0705], [1.1055, 0.3487, -0.7258], [-0.6056, -0.0791, 0.1950], [0.5324, 0.2799, -0.1167], [-0.1587, 0.0782, 0.1966], [-0.1330, 0.0784, 0.1469], [-0.2780, -0.0364, 0.1621], [0.7576, 0.4347, -0.0829], [-0.0643, -0.6228, -0.6232], [0.0933, -0.1275, -0.1198], [0.0593, -0.0196, 0.0336], [0.0304, -0.0198, -0.0452], [-0.0044, -0.1161, 0.0132], [-0.0338, 0.0565, 0.0274], [-0.0394, 0.0259, 0.0252], [-0.0416, -0.0746, -0.0420], [0.0720, -0.0747, -0.0895], [0.0293, 0.1085, 0.0514], [-0.0362, -0.0054, -0.0161], [0.1562, -0.0710, 0.0212], [-0.1505, -0.0099, 0.0464], [0.1217, -0.1183, 0.1087], [0.0597, 0.0176, -0.2719], [0.1990, 0.4071, -0.0937], [0.1053, -0.2682, -0.0703], [-0.1521, 0.1309, -0.1376], [-0.0450, -0.1554, 0.0894], [0.0514, 0.1255, -0.0020], [0.0637, -0.0750, 0.0874], [0.1242, -0.0338, -0.1512], [-0.1750, -0.0281, 0.1332], [0.0756, 0.0415, -0.1383], [0.0476, 0.0558, -0.1549], [-0.0936, 0.0636, 0.0110], [0.4290, 0.0579, 0.8479], [-0.3798, -1.0342, -0.3783], [0.0711, -0.0507, 0.0521], [0.5990, 0.5413, 0.1742], [0.1485, 0.1963, 0.1467], [-0.4007, 0.8300, -0.5594], [-0.1153, 0.0797, 0.0484], [-0.0591, -0.0238, 0.0135], [-0.0652, -0.0614, -0.1372], [-0.1059, 0.0804, 0.0548], [-0.0328, 0.0557, -0.1290], [0.1102, 0.1770, 0.0282], [-0.0828, 0.0071, 0.0315], [0.1153, 0.0481, 0.0839], [0.0245, -0.1213, 0.1598], [-0.0559, -0.0880, 0.0219], [-0.0153, -0.0537, 0.0472], [-0.0356, -0.0747, -0.0324], [-0.0846, 0.0594, 0.0326], [0.0192, 0.0695, 0.0741], [-0.0999, 0.0317, 0.0609], [-0.0107, 0.0784, -0.0696], [0.0857, -0.0202, -0.0405], [0.0461, -0.1130, 0.0661], [-0.0303, 0.1615, -0.0106], [-0.0090, -0.1715, -0.0626], [0.1077, -0.1455, 0.1370], [-0.1267, 0.1061, -0.0958], [-0.2944, 0.4675, -1.0519], [0.1024, -0.6561, 1.9637], [-0.2137, 0.2975, 0.0520], [-0.1369, 0.1515, 0.0002], [0.2465, -0.1398, -0.3143]],
  "lowdin_charge": [0.6045, 0.1215, -0.4877, 0.1205, -0.1331, 0.0003, 0.0023, -0.2737, -0.0271, -0.0174, -0.0483, -0.0775, -0.2444, -0.0094, -0.0594, -0.0518, -0.1193, -0.0207, 0.1111, 0.1241, 0.1115, 0.1086, 0.1281, 0.1347, 0.1179, 0.1089, 0.1045, 0.1054, -0.0374, -0.4839, -0.0315, -0.0380, -0.4171, -0.0123, -0.1092, -0.1306, -0.2459, -0.0419, -0.0946, -0.6766, 0.6698, -0.0981, -0.0396, -0.0364, -0.0847, -0.1098, -0.0383, -0.1496, 0.1327, 0.0953, 0.0757, 0.0721, 0.0954, 0.0671, 0.0581, 0.0898, 0.0771, 0.0898, 0.1064, 0.1160, 0.1161, 0.1285, 0.0952, 0.1104, 0.1070, 0.1055, 0.1185, 0.1470, 0.1247, 0.1294, 0.1294, -0.4964, 0.1297, -0.3578, -0.3413, 0.4497],
  "multiplicity": 5,
  "energy_ev": -112945.0291,
  "total_charge": 0,
  "gap_ev": [5.6, 7.2]
}